{"formula": "CH2O4", "method": "ωB97M-V with the def2-TZVPD basis set", "smiles": "OC1(O)OO1", "elements": ["C", "O", "O", "O", "O", "H", "H"], "xyz": [[-0.575, 0.193, -0.869], [-0.696, 1.235, -1.622], [-0.164, 0.014, -2.099], [-1.588, -0.342, -0.187], [0.756, 0.316, 0.228], [-1.195, -1.205, 0.035], [0.599, 1.086, 0.803]]}

=====

{"formula": "C2H2NO3", "method": "ωB97M-V with the def2-TZVPD basis set", "spin_multiplicity": 3, "s_squared": 2.007, "total_charge": -1, "elements": ["C", "C", "N", "O", "O", "O", "H", "H"], "xyz": [[-1.167, 0.885, 1.914], [1.257, -0.734, -1.657], [-1.113, 1.268, 0.732], [-0.719, 0.816, 3.010], [-1.946, 0.017, 1.071], [2.196, -0.418, -2.370], [0.533, -1.551, -2.059], [0.960, -0.282, -0.641]]}

=====

{"formula": "C3H3N3O7", "method": "ωB97M-V with the def2-TZVPD basis set", "elements": ["C", "C", "C", "N", "N", "N", "O", "O", "O", "O", "O", "O", "O", "H", "H", "H"], "xyz": [[0.784, 0.570, 0.813], [1.947, 0.898, -0.007], [-0.391, -0.046, -0.003], [-0.346, -0.232, -1.406], [-1.613, 0.756, 0.419], [-0.973, -2.100, 0.450], [0.646, 0.870, 1.950], [0.635, -0.761, -1.881], [-1.400, -0.063, -2.043], [-1.712, 1.796, -0.148], [-2.295, 0.243, 1.277], [-0.076, -2.675, 0.861], [-2.089, -2.238, 0.144], [2.553, 0.050, -0.318], [2.815, 1.327, 0.494], [1.514, 1.606, -0.603]]}

=====

{"formula": "C4H9FO", "method": "ωB97M-V with the def2-TZVPD basis set", "elements": ["C", "C", "C", "C", "H", "H", "H", "H", "H", "H", "H", "H", "H", "O", "F"], "xyz": [[0.653, -0.852, 1.143], [0.417, 0.155, 0.098], [-0.796, 1.091, 0.692], [-0.230, -0.422, -1.180], [0.845, -0.568, 2.224], [-0.355, -1.400, 1.192], [1.320, -1.681, 0.856], [-0.733, 0.999, 2.025], [-1.916, 0.473, 0.287], [-0.753, 2.094, 0.092], [1.656, 1.932, 0.267], [-0.533, 0.383, -1.922], [0.381, -1.243, -1.691], [1.545, 1.003, -0.277], [-1.393, -0.984, -0.626]]}

=====

{"formula": "C4H15N2OS", "method": "ωB97M-V with the def2-TZVPD basis set", "total_charge": 1, "elements": ["C", "C", "S", "N", "H", "H", "H", "H", "H", "H", "H", "H", "C", "O", "C", "N", "H", "H", "H", "H", "H", "H", "H"], "xyz": [[0.502, 1.405, -1.477], [1.994, 1.490, -1.485], [2.596, 2.183, -3.065], [0.031, 1.132, -0.036], [0.186, 0.521, -2.002], [-0.039, 2.323, -1.839], [2.460, 0.553, -1.172], [2.227, 2.252, -0.684], [2.522, 1.039, -3.780], [-0.953, 0.881, 0.022], [0.161, 1.975, 0.645], [0.592, 0.296, 0.315], [-0.588, -1.651, 0.722], [0.848, -1.170, 0.824], [-1.341, -1.095, 1.893], [-2.782, -1.387, 1.659], [-0.912, -1.195, -0.241], [-0.634, -2.719, 0.634], [1.321, -1.696, 0.174], [-0.949, -1.501, 2.840], [-1.175, 0.010, 1.965], [-3.193, -1.242, 2.581], [-2.873, -2.405, 1.504]]}

=====

{"formula": "C6H7NO2", "method": "ωB97M-V with the def2-TZVPD basis set", "smiles": "CC(=O)Nc1ccco1", "elements": ["C", "C", "C", "C", "C", "C", "H", "H", "H", "H", "H", "H", "H", "N", "O", "O"], "xyz": [[1.402, 0.056, -1.825], [1.992, 0.437, -0.582], [-0.194, 0.125, 0.707], [-1.278, 0.090, -0.091], [-2.418, -0.357, 0.655], [-1.943, -0.538, 1.934], [0.887, -1.133, -1.702], [0.582, 0.669, -2.261], [2.262, -0.210, -2.731], [1.795, 0.772, 1.476], [-1.073, 0.403, -1.086], [-3.436, -0.560, 0.510], [-2.275, -0.830, 2.854], [1.162, 0.449, 0.624], [3.082, 0.939, -0.468], [-0.547, -0.313, 1.985]]}

=====

Quick rundown of ΔE to the lowest compared entry with this formula, charge and spin, same order as above: 263.0, 327.3, 55.3, 276.5, 127.1, 207.4 kJ/mol